The following is a DFT calculation (ωB97M-V/def2-TZVPD) of a structure of composition C48H55FN5O7PTi at a distorted geometry.

Calculated values
- 2S+1 = 3
- expectation value of S² = 2.020
- energy relative to the best compared isomer or geometry (same formula, charge and spin) (kJ/mol) = 76.91
- max |F| (eV/A) = 3.67
- HOMO-LUMO gap (spin up / spin down) (eV) = 5.38 / 5.70
- net charge = -2
- lowest unoccupied orbital energy (spin up / spin down) (eV) = 3.9 / 3.9

```
118
C48H55FN5O7PTi (ωB97M-V/def2-TZVPD)
Ti 0.55154 0.86904 -0.00722
C 0.04748 -3.12754 -2.49829
C 1.06261 -2.03726 -2.88948
C 0.41639 -1.09728 -3.92070
P 1.67399 -1.10460 -1.39782
C 3.01630 -2.20341 -0.69642
C 2.78084 -3.68897 -0.93841
C 3.16728 -1.95217 0.81674
C 2.65056 0.14733 -2.34602
C 3.76284 -0.20773 -3.10736
C 4.37721 0.65324 -4.00564
C 5.59755 0.23724 -4.80145
C 3.80893 1.91431 -4.14474
C 2.69618 2.29978 -3.41067
C 2.08574 1.43375 -2.48137
N 0.92200 1.76274 -1.77477
C 0.42730 3.11755 -1.92113
C 1.10389 4.22746 -1.39132
C 2.45541 4.13747 -0.72836
C 0.51362 5.48707 -1.48463
C -0.70494 5.69251 -2.10795
C -1.35533 7.05676 -2.14515
C -1.32140 4.59614 -2.68405
C -0.77563 3.32434 -2.60132
C -1.47144 2.16361 -3.27642
H 0.31165 -3.68308 -1.59238
H -0.06947 -3.85323 -3.31613
H -0.93119 -2.67439 -2.30942
H 1.94824 -2.48789 -3.33874
H -0.40232 -0.52926 -3.46419
H -0.00063 -1.69445 -4.74372
H 1.12665 -0.38345 -4.34228
H 3.93717 -1.91444 -1.18257
H 1.88578 -4.03456 -0.41657
H 3.63692 -4.24704 -0.54042
H 2.67959 -3.94544 -1.99732
H 2.21469 -2.13422 1.32887
H 3.46877 -0.93677 1.03925
H 3.92252 -2.63436 1.23573
H 4.16803 -1.21491 -3.01711
H 5.67173 -0.85254 -4.86333
H 6.52473 0.60285 -4.34379
H 5.56015 0.63127 -5.82132
H 4.24036 2.61856 -4.85333
H 2.26023 3.28065 -3.56882
H 2.68342 3.14277 -0.39519
H 2.50367 4.81000 0.13069
H 3.24302 4.42658 -1.43086
H 1.02720 6.33395 -1.02562
H -0.67629 7.82696 -1.76691
H -2.25442 7.06429 -1.51765
H -1.65184 7.32781 -3.16324
H -2.27558 4.72811 -3.19557
H -2.39297 2.50238 -3.75920
H -1.72744 1.38247 -2.56952
H -0.82380 1.71212 -4.03666
C 0.60007 -6.17818 2.59562
C -0.27238 -4.91882 2.66712
C -0.93583 -4.84036 4.05371
C -1.32713 -4.82440 1.58004
C -1.88793 -5.97848 1.02672
C -2.92774 -5.91334 0.10060
C -3.46447 -4.67345 -0.21503
C -2.94954 -3.49196 0.32192
C -3.66030 -2.16708 0.06859
C -3.74029 -1.78551 -1.41397
C -5.06782 -2.19481 0.67638
C -1.81126 -3.53233 1.17675
N -1.14146 -2.35387 1.52428
C -1.61920 -1.57375 2.50137
C -2.74053 -1.88583 3.32959
C -3.18553 -1.03758 4.34636
C -2.56732 0.17556 4.61013
C -1.46642 0.53295 3.82228
C -1.04385 -0.31383 2.84233
F 0.01514 0.11823 2.14960
H 1.42469 -6.09761 3.31524
H 1.03239 -6.32494 1.60255
H 0.02348 -7.08049 2.85440
H 0.35860 -4.04026 2.56770
H -1.68139 -5.64243 4.16349
H -1.43725 -3.87789 4.19432
H -0.18488 -4.95354 4.84912
H -1.50721 -6.95564 1.32415
H -3.33352 -6.81991 -0.33536
H -4.31354 -4.62149 -0.89673
H -3.09431 -1.39273 0.56870
H -4.14030 -2.60794 -2.02185
H -2.75762 -1.51247 -1.79989
H -4.39590 -0.91521 -1.54634
H -5.69505 -2.94649 0.17370
H -5.55422 -1.21437 0.56812
H -5.02941 -2.44116 1.74358
H -3.24423 -2.83053 3.14843
H -4.04050 -1.33849 4.94659
H -2.91229 0.82765 5.40231
H -0.93625 1.47381 3.97485
O 3.34690 1.35508 2.74509
C 2.40105 1.65482 2.06182
O 2.16722 1.08050 0.87388
C 1.45686 2.76452 2.47547
C 1.82283 3.53809 3.56534
C 1.05343 4.60212 3.92336
C -0.15340 4.91029 3.27244
C -0.58629 4.13910 2.20282
C 0.27152 3.07096 1.76440
O -0.04724 2.37416 0.73159
N -1.87279 4.43843 1.66877
O -2.47480 3.75113 0.67108
O -2.50038 5.40407 2.23876
N 1.51763 5.45470 5.03150
O 2.50143 5.14972 5.63360
O 0.89427 6.42669 5.30093
H 2.72576 3.30050 4.10907
H -0.77463 5.71766 3.61371
N -2.41671 1.24918 0.10269
C -1.60272 0.52112 -0.18601
H -2.41493 2.37400 0.41943
```

Here are the Löwdin charges for atoms 1 to 8, given in e: 0.8070 -0.1093 -0.5294 -0.1056 1.1098 -0.5163 -0.1259 -0.1088